The following is a DFT calculation (ωB97M-V/def2-TZVPD) of a molecular structure, C32H48BMnN6S3Si.

Values from the calculation:
Multiplicity   4
Total charge   +3
Expectation value of S²   4.061
HOMO-LUMO gap (alpha / beta)   0.2294 / 0.2844 Ha
LUMO energy (alpha / beta)   -11.12 / -9.68 eV
Energy relative to the best compared isomer or geometry (same formula, charge and spin)   0.00 kcal/mol

```
92
C32H48BMnN6S3Si | OMol25 | ωB97M-V/def2-TZVPD
B -0.2294 -0.4476 -0.7023
C -1.6100 0.7443 -2.3014
N 1.2175 1.4689 -0.4849
H 0.5823 1.6439 3.1762
C -3.2454 3.0461 0.8440
C 0.3652 -4.6587 -4.5967
H -3.6231 3.3728 -1.8564
C -2.8125 2.4910 2.1995
H -1.6351 4.5210 0.7557
C -2.7248 4.4855 0.6907
H -3.1310 5.0993 1.4942
H 3.1350 0.1885 4.1762
H -2.6395 -3.8200 3.5406
H -0.4969 1.1003 4.4770
H -3.2389 3.1111 2.9871
C -1.2837 -3.8329 -1.0435
C 4.5843 -0.6639 -2.0673
H 2.4346 -6.8203 -2.9724
H 0.8526 3.2195 1.3736
C 2.1471 -0.4890 -1.4161
H 2.5895 0.2490 2.4978
H 1.6989 -0.6033 5.9764
C -2.6405 -3.5417 2.4899
N -1.3503 0.5360 -1.0189
C 0.1803 -1.0039 2.9092
C -2.9654 2.5392 -1.6462
S 1.8067 -2.1016 -1.9919
C 1.0636 -0.3412 3.9451
N 0.3451 -0.5834 1.6518
C 1.4564 4.3176 -1.0675
H 0.0181 -1.0304 5.7431
C -1.3487 -2.0154 0.9393
C 2.5105 -0.3059 3.4331
H -0.6212 -4.3210 -4.9242
H 2.5446 -5.2540 -2.1770
H 2.9045 -1.3130 3.2835
H -2.4648 -4.4430 1.9000
H 2.5084 3.0561 1.9942
C -0.9235 -7.1208 -3.1808
C -2.6681 2.2245 -0.2899
H -1.0270 -7.6345 -2.2243
H -5.1980 3.6160 1.5564
H 4.5006 3.6028 0.4497
C 3.7997 4.1313 -0.2001
C -2.4562 1.8103 -2.6855
H -5.1715 2.0120 0.8244
H 1.3084 -2.1244 5.1889
N -1.8668 1.2293 0.0044
H -3.1673 1.4688 2.3459
H 1.7971 4.2724 -2.1037
N -0.4133 -1.0868 0.7138
H 4.7521 -1.5894 -1.5134
H 4.1948 4.1418 -1.2177
C 2.3935 3.5369 -0.1324
C 0.5340 1.0948 4.1175
H 1.1480 1.6140 4.8533
H -3.0317 4.9410 -0.2520
C -1.5963 -2.5057 2.2175
H 1.7847 -6.6256 -1.3474
S -0.8350 -0.3304 -3.4394
C 1.0069 -1.0788 5.2831
C 3.5110 1.3923 -1.0666
Mn -0.4184 -2.0697 -2.1175
H -3.6339 -3.1647 2.2379
H 3.7637 5.1656 0.1389
H 4.3946 -0.9319 -3.1089
H 4.4619 1.9044 -1.1208
H -1.9102 -6.7933 -3.5116
C 1.8676 3.6138 1.3076
H 0.4377 3.9281 -1.0130
H -0.5559 -7.8499 -3.9069
H -3.4056 2.9354 -4.2370
Si 0.2670 -5.7149 -3.0662
C -0.5748 -4.5015 -1.7963
H -5.1402 3.4639 -0.1903
C 3.4260 0.0939 -1.5037
C 2.3788 2.0812 -0.5730
H 0.7833 -5.2560 -5.4112
C -0.7915 -1.9653 3.2086
C -2.7458 2.0787 -4.1262
C -4.7787 3.0271 0.7413
H 1.8567 4.6542 1.6321
C 1.9073 -6.1288 -2.3107
H -1.7270 2.4997 2.3084
H 1.4391 5.3653 -0.7677
H 5.4930 -0.0689 -2.0256
H -0.9128 -2.3002 4.2299
H 1.0251 -3.7953 -4.4794
H -1.8231 2.2808 -4.6742
H -3.2227 1.2140 -4.5920
S -2.2638 -2.5604 -0.5006
N 1.1426 0.2027 -0.8850
```

***

The following is a DFT calculation (ωB97M-V/def2-TZVPD) of 3 unconnected molecules or ions with the total composition C32H48ClF2IO6Si in a non-equilibrium geometry.

Values from the calculation:
HOMO-LUMO gap   0.3367 Ha
LUMO energy   0.45 eV
SMILES string   CCCCCC[C@]1(C(F)(F)CC[Si](C)(C)c2ccccc2)COC(=O)[C@@]1(Cl)CCCI.O=C1CCCO1.O=C1CCCO1

```
91
C32H48ClF2IO6Si | OMol25 | ωB97M-V/def2-TZVPD
C -6.8494 4.0704 -1.4849
C -5.1420 -1.1916 2.8166
C 1.5676 -0.1321 -1.2739
O 4.1636 -2.1834 2.3769
H 1.6670 -0.1990 -0.1408
H 1.3287 0.9777 -1.5035
C -2.7530 2.1935 -0.5612
H 6.5943 -4.3692 -0.0130
H 5.7498 2.1125 1.7659
H -7.6030 5.2131 -3.1145
H -7.3874 -0.5689 4.9254
H -8.5391 2.3284 -2.9083
H 0.6701 -3.5068 -0.9210
C 5.5887 -2.4259 0.3781
C 2.4046 3.5219 1.8833
H -2.9771 -1.8928 -1.4765
H -8.1580 3.2116 -4.3914
C -2.8983 -0.7739 -1.2401
Cl 7.3125 -1.9152 -0.1228
H -8.8761 4.4974 -2.0706
C 5.5314 -2.4574 2.0054
C -4.6570 0.1711 3.2303
H 5.3603 -4.0081 -1.3141
H 3.7657 2.4422 3.3002
H 0.8290 -2.6366 -3.6129
O -6.3810 -1.4265 3.3303
O 6.4350 -2.6656 2.8261
H 4.6411 -5.0108 1.6627
H -5.2149 -0.6209 -0.7647
C 0.0248 -1.8086 -3.5608
H 4.4549 4.0544 2.7622
H -6.3352 1.5321 -3.2642
C -4.1104 1.4563 -0.4868
H 5.8108 0.0820 1.0732
O -6.0444 3.0469 -1.8802
H 1.8243 5.3796 0.6713
C 3.3950 -1.8549 1.1730
C 4.5105 -4.9099 0.5356
H -3.6125 0.1390 3.5391
H -0.9674 -2.3210 -3.8516
H 5.5255 0.3883 -0.7149
H -1.0969 -3.1138 -0.5845
C -7.8650 3.0692 -3.3499
C 2.9065 -0.4769 -2.0838
C 5.5424 -3.9243 -0.1907
C -0.0332 -2.6737 -0.5896
C -7.8995 4.3404 -2.5280
H -5.0316 2.0266 -0.1539
C -5.5731 0.4957 4.3915
H 2.6676 -0.7303 -3.1858
F 4.9350 -1.7857 -2.3631
O -4.5477 -1.9602 2.1040
H -5.1468 0.0976 5.3178
H 3.4187 1.6393 -0.3075
H 0.3003 -1.0371 -4.3586
H 1.8246 4.0987 2.6949
H 2.7867 -2.7944 0.9323
I 4.1460 -6.6646 -2.1165
C 4.8122 -6.3983 -0.0651
H 3.1920 0.9266 1.4327
H 2.1915 3.9178 -0.3855
C -6.4320 2.6167 -3.1904
Si 0.0138 -1.1310 -1.7749
H 5.0818 3.1965 0.4088
H 4.4675 -7.2297 0.6484
O -6.7021 4.6838 -0.4594
C 5.0070 0.0559 0.2607
H 3.5816 4.8432 0.5246
H 1.7832 2.5782 1.6415
H 2.6007 -1.1218 1.5302
H -7.4924 0.3081 3.3823
H 0.1568 -2.2902 0.4718
H 5.9665 -6.4768 -0.0726
C 3.8772 3.1374 2.3865
H -2.7226 3.2945 -0.2793
H 3.4216 -4.6919 0.2180
C 4.3890 -1.3977 -0.0228
H 3.5729 0.4652 -2.1349
C -4.2197 -0.0522 -0.8334
H -4.7927 0.8655 2.3976
F 3.0427 -2.8632 -1.6143
C 3.7886 -1.6547 -1.4781
C -1.5127 -0.0785 -1.3137
C 3.9432 1.2003 0.6228
C -1.4676 1.4387 -0.9683
C 2.4971 4.4525 0.5729
C 4.7986 2.4536 1.2326
H -0.4898 2.0245 -0.9982
C -6.8298 -0.2652 4.0378
H -5.7648 3.0822 -3.9217
H -5.7423 1.5647 4.5317
```

***

The following is a DFT calculation (ωB97M-V/def2-TZVPD) of 9 unconnected molecules or ions with the total composition C32H48ClO20 in a non-equilibrium geometry.

Values from the calculation:
Total charge   -1
HOMO-LUMO gap   0.2712 Ha
LUMO energy   1.80 eV
Energy relative to the best compared isomer or geometry (same formula, charge and spin)   153.44 kcal/mol

```
101
C32H48ClO20 | OMol25 | ωB97M-V/def2-TZVPD
H 2.6685 -7.5546 -4.8230
O -5.4087 7.9695 5.2385
C 6.7723 -0.3999 -0.5180
O -1.0488 0.1527 1.1446
C 1.0842 -8.7086 -5.2997
C -6.0348 2.6880 -6.9020
H 3.1039 1.3705 -8.0957
H 2.0481 5.5996 4.1665
H -5.2047 -3.4380 -1.6699
H 0.9027 0.8332 -4.8490
H 2.6708 8.6929 1.8218
C -6.2910 -3.4257 -1.5819
O 5.2160 -4.6996 6.5195
H -7.1926 -3.3398 0.4798
C 1.9348 -8.1638 -4.2952
O 6.8000 0.6794 2.7942
H -4.6693 3.9314 5.5374
C 2.2228 0.2942 -6.4137
C -4.8264 1.8623 -6.8930
O -1.1842 -7.9364 -5.8656
H 2.5036 0.5095 -4.2690
Cl -0.4637 -0.7548 2.1017
H 0.7154 -9.7340 -5.3245
H 5.2879 0.6818 0.7511
C 4.0420 -5.1678 6.0340
C 2.1879 1.3526 -7.5053
H 2.0855 -5.4170 7.0214
H 2.4526 -8.9337 -3.7232
H -3.1299 5.3062 7.5192
H 6.4847 1.6684 -0.1470
C -4.9863 6.5198 7.2062
C -6.1867 3.1845 -5.5188
C 2.7987 6.1919 3.6433
H -3.0204 4.6359 5.3688
H -4.6482 4.3976 7.7705
O 3.3201 8.4455 3.6832
H 3.2383 -3.3495 8.5773
H -5.9898 -4.6375 0.2559
C 1.9559 0.9295 -5.1127
C 1.0750 -7.2062 -3.4219
O -4.4731 5.9602 4.9874
H -7.1002 -3.8113 -3.4891
O 2.5124 2.6224 -6.8341
H -6.0686 6.4081 7.2711
H 5.3905 -2.9649 7.7873
O -4.0999 2.1636 -5.8050
O -1.4928 -1.6430 2.6496
C -4.0435 4.8084 5.7029
C 3.4978 7.3685 4.3377
H -6.4615 -2.3494 -1.6099
H 5.5438 -4.4637 8.6921
C -6.7269 -4.0088 -0.2437
O 4.0351 -5.7990 5.0128
H 1.0783 6.5223 2.0528
C -4.1634 5.1858 7.1945
C 2.3327 2.4026 -5.4753
O -4.3949 1.1659 -7.7868
H 1.6175 -8.5157 -6.2306
H -6.6466 2.3599 -4.9742
H 3.5029 -4.8631 8.9563
C -5.0154 6.9392 5.7350
H -4.5443 3.2141 -4.0805
H -5.8074 3.5057 -7.5859
H 6.2395 -1.3267 -0.3053
H 1.4226 -0.4041 -6.6590
O 4.2209 7.2565 5.3081
H 3.7000 5.5925 3.5153
H -4.2787 4.2994 -5.3058
C -4.6677 3.2916 -5.1607
H 0.9676 -7.6357 -2.4259
C 8.2663 -0.6398 -0.0429
H 9.0392 -0.1672 -0.6490
H 1.5616 -6.2350 -3.3316
C -7.7566 -5.0179 -0.7078
C -6.6673 -4.4227 -2.6974
H 8.4200 -1.7104 0.0917
H 1.4438 8.9802 3.0939
O 0.5103 -1.5663 1.3761
H 1.2291 1.4102 -8.0206
C 2.8622 -4.6966 6.7645
O 0.0190 -0.1421 3.4107
O -7.6846 -5.2199 -2.0616
C 7.0885 0.3568 1.6046
H 2.6705 6.6265 1.5042
H 3.2147 -0.1544 -6.3578
O 8.2461 -0.2402 1.2543
H 2.5363 -3.9525 6.0378
H 6.6853 -0.2938 -1.5994
H -4.6112 7.3370 7.8223
C 3.6051 -4.2404 8.0676
C 6.3003 0.7153 0.3487
O -8.4246 -5.5900 0.1058
C 5.1361 -4.0248 7.7815
C 2.2517 8.3291 2.7599
H -6.7463 4.1063 -5.3599
H -5.8903 -5.1208 -3.0091
O 2.5998 3.3001 -4.7784
O -0.1773 -7.0405 -4.1110
C 2.0776 6.7760 2.4066
H -6.9390 2.1591 -7.2035
C -0.2294 -7.9326 -5.1372
```

***

The following is a DFT calculation (ωB97M-V/def2-TZVPD) of a molecular structure, C32H48LiN4OPS in a non-equilibrium geometry.

Values from the calculation:
Multiplicity   2
Total charge   -1
Expectation value of S²   0.764
HOMO-LUMO gap (alpha / beta)   0.1340 / 0.2143 Ha
LUMO energy (alpha / beta)   2.35 / 2.33 eV

```
88
C32H48LiN4OPS | OMol25 | ωB97M-V/def2-TZVPD
S 0.9271 2.3848 -1.3165
H -4.5168 -2.5183 -1.1455
H -2.4645 -3.0452 -1.9799
C -3.6251 -2.9599 4.1474
H 3.6215 1.5334 -2.3846
H -1.9538 2.2978 1.2633
N 0.0970 3.0929 -3.7667
C -0.1871 2.6525 2.3966
C -1.6806 2.6720 2.2477
H -1.6337 -4.1953 0.7278
H 1.5043 -2.5998 1.1617
H -4.0516 -2.4697 5.0210
H 2.8650 0.3461 0.6066
C 2.5700 2.6682 2.6265
N -0.0656 0.4523 1.3478
H 3.5151 0.3177 -3.6777
C -4.5826 -1.5071 -0.7515
H -2.0754 3.6796 2.3695
H -1.2208 4.6890 -3.7693
H -4.4377 -3.3342 3.5281
C -3.3428 -0.6851 -1.0870
H 2.0273 5.4247 4.4322
C 4.4540 -4.0255 0.2186
C 3.3445 -3.7072 1.0252
C 2.7642 0.3737 1.6930
C -0.7014 4.0579 -3.0491
C 0.5419 1.5233 1.9676
C -2.6565 -2.0450 2.0054
H -1.9505 -1.0846 5.1528
H 0.0749 -2.6887 -2.2341
H 1.8262 3.0627 -5.2699
H -1.4360 3.5846 -2.3864
H -3.3183 -2.7147 1.4797
H -0.0998 4.6121 3.2370
C -1.7598 -3.1128 -1.1386
H -0.4246 0.3911 3.9262
H -2.6035 1.3156 -0.7687
Li 0.5565 -0.0166 -0.3819
H 2.4104 0.2391 -2.2906
C -2.2169 -4.2189 -0.1900
H 3.6514 2.6652 2.7165
C -1.9130 -1.1232 4.0690
H 5.2971 -3.6591 -1.7396
O 1.6310 -1.2932 -0.9975
H 5.2181 -4.7105 0.5485
C 4.4929 -3.4355 -1.0550
C 2.5869 4.9698 3.6145
C 1.8591 3.7826 3.0449
N 2.4890 -2.2165 -0.6202
C 1.9412 1.5531 2.1060
H 3.7554 0.4213 2.1390
H -0.0402 4.6729 -2.4398
H -0.0789 1.4934 -5.0955
H -1.5802 1.8884 -4.2385
H 2.7471 5.7299 2.8460
C -2.7358 -2.0183 3.3855
C 2.9343 0.9081 -2.9694
C -0.6846 2.3083 -4.7099
H -5.4642 -1.0365 -1.1920
H -3.0519 -3.8204 4.4999
H -3.2525 -0.6316 -2.1826
C -0.9433 -0.3173 1.9719
H -4.3646 1.2299 -0.9587
H 3.4494 2.9366 -4.5619
H -0.9959 2.9454 -5.5404
H -2.0589 -5.1860 -0.6706
H -3.6007 0.6902 0.5442
N 1.9750 1.6999 -3.7030
C 2.5516 2.3750 -4.8472
H -2.1519 2.0198 2.9862
H 3.5635 4.6663 3.9940
C -1.0670 -0.2941 3.3905
H 0.2671 -3.8125 -0.8996
H 3.2407 -4.1635 1.9986
H -3.2721 -4.1485 0.0620
H 3.5314 -2.0802 -2.4124
H -4.7318 -1.5567 0.3235
C 3.5307 -2.5574 -1.4466
H 2.2830 -0.5473 2.0069
C 2.3854 -2.8449 0.5916
C -0.3966 -3.5154 -1.7076
C 1.0061 2.3722 -2.9785
H 2.8354 1.6398 -5.6030
H -0.5027 -4.3602 -2.3912
P -1.6399 -1.3087 -0.5281
C -3.4911 0.7279 -0.5386
C -1.7763 -1.2528 1.2787
C 0.4766 3.7521 2.9157
```